[1]
{
  "formula": "C21H64N4O9",
  "method": "the ωB97M-V functional and the def2-TZVPD basis",
  "species": ["C", "O", "H", "H", "H", "H", "C", "O", "H", "H", "H", "H", "C", "O", "H", "H", "H", "H", "C", "O", "H", "H", "H", "H", "C", "O", "H", "H", "H", "H", "C", "C", "C", "O", "C", "N", "H", "H", "H", "H", "H", "H", "H", "H", "H", "H", "H", "C", "C", "C", "O", "C", "N", "H", "H", "H", "H", "H", "H", "H", "H", "H", "H", "H", "C", "C", "C", "O", "C", "N", "H", "H", "H", "H", "H", "H", "H", "H", "H", "H", "H", "C", "C", "C", "O", "C", "N", "H", "H", "H", "H", "H", "H", "H", "H", "H", "H", "H"],
  "coordinates": [[3.664152, 6.380516, 2.385396], [4.051722, 5.691706, 1.199346], [2.928842, 5.697866, 2.811306], [4.296902, 6.389316, 3.272886], [3.248842, 7.345616, 2.095246], [3.832332, 4.757306, 1.218296], [5.309292, -3.832524, -5.801684], [4.317422, -4.676104, -6.278324], [5.160302, -3.452574, -4.790964], [6.295032, -4.294084, -5.743654], [5.369072, -2.973624, -6.470124], [3.501702, -4.246264, -6.011064], [0.072952, -6.723504, 5.283626], [0.779632, -6.243964, 4.094136], [-0.703418, -5.976824, 5.450416], [-0.401768, -7.611224, 4.865646], [0.774662, -6.879084, 6.103066], [0.102492, -5.937174, 3.486726], [-0.938608, 1.466046, 5.696046], [-2.155338, 1.741136, 5.181536], [-0.399368, 2.413006, 5.672116], [-1.081878, 1.240496, 6.752786], [-0.449278, 0.610326, 5.230846], [-2.437678, 2.636796, 5.380746], [3.415822, -0.237414, 0.239456], [3.495032, 0.509456, 1.498916], [3.172022, -1.284094, 0.421416], [2.712932, 0.271366, -0.420244], [4.312912, -0.215894, -0.379304], [4.187762, 0.036176, 1.965536], [-4.985608, 7.893526, -5.188724], [-4.312338, 6.562266, -4.690424], [-3.787348, 6.889366, -3.306644], [-3.056428, 5.723026, -3.058344], [-2.711528, 5.598216, -1.662644], [-5.302858, 5.513586, -4.675014], [-5.913768, 8.087936, -4.651304], [-5.226718, 7.877716, -6.251604], [-4.311948, 8.723486, -4.975544], [-3.493238, 6.246936, -5.336744], [-4.586088, 6.976106, -2.570024], [-3.123218, 7.751726, -3.364604], [-1.705368, 5.199816, -1.532164], [-3.378958, 4.846206, -1.241764], [-2.666388, 6.531576, -1.101474], [-5.267608, 5.054986, -5.574214], [-4.830638, 4.836196, -4.093424], [-5.084888, -4.624284, 0.543686], [-5.114778, -3.541844, 1.712166], [-5.684928, -4.243284, 2.944236], [-7.068328, -4.446044, 2.881586], [-7.553468, -4.956964, 4.144736], [-3.798848, -3.130634, 1.933986], [-4.206408, -5.268884, 0.573126], [-5.280858, -4.139354, -0.412634], [-5.966528, -5.259814, 0.626936], [-5.723518, -2.669194, 1.475466], [-5.554098, -3.604584, 3.817776], [-5.099538, -5.158954, 3.027686], [-7.234508, -4.305134, 4.958056], [-7.126288, -5.924434, 4.408626], [-8.627638, -5.027404, 4.315896], [-3.691778, -2.363924, 2.582666], [-3.556688, -2.810104, 1.007316], [8.801982, 3.126336, 7.035846], [7.977072, 2.208386, 6.083076], [8.480762, 0.748306, 5.839946], [7.566032, -0.002134, 4.961956], [7.981322, -1.371994, 4.880276], [6.712302, 2.126996, 6.837876], [8.317612, 4.041896, 7.375306], [9.754082, 3.284156, 6.529186], [9.103882, 2.516166, 7.887116], [7.922002, 2.777306, 5.154956], [8.420782, 0.199296, 6.779676], [9.489372, 0.604036, 5.452656], [8.315422, -1.831284, 5.810616], [8.787382, -1.459794, 4.151816], [7.130252, -1.955124, 4.528526], [6.224612, 1.450636, 6.267966], [6.765512, 1.672026, 7.738026], [-1.342868, -0.455624, -6.593474], [-1.917688, -1.985024, -6.585184], [-2.132448, -2.542104, -7.976614], [-3.014728, -3.699244, -7.961524], [-4.032868, -3.730864, -8.936144], [-1.027518, -2.890424, -5.891514], [-1.315188, 0.105746, -5.659564], [-1.892728, 0.218726, -7.249984], [-0.261628, -0.528254, -6.710694], [-2.896208, -1.915384, -6.110054], [-1.181008, -2.733634, -8.472774], [-2.575738, -1.655304, -8.429584], [-3.709028, -3.401924, -9.923584], [-4.897818, -3.167864, -8.585464], [-4.405128, -4.754724, -8.971424], [-0.949878, -2.729634, -4.897424], [-1.599258, -3.710274, -6.036634]],
  "forces_ev_per_a": [[-1.47, -1.95, 0.18], [1.17, 0.67, -0.35], [-1.11, 0.67, 0.13], [1.29, 0.54, -0.68], [0.15, -0.10, 0.32], [-0.04, 0.14, 0.40], [1.14, 1.17, 0.11], [-0.58, -0.70, 0.31], [-0.44, -0.03, 0.19], [-0.17, -0.42, -0.43], [0.36, 0.29, 0.04], [-0.34, -0.31, -0.23], [-0.24, 0.51, -2.54], [0.55, 0.15, 0.75], [0.02, -0.16, 0.90], [-0.15, -0.52, 1.15], [-0.24, 0.01, -0.22], [0.04, 0.02, -0.04], [1.33, 0.72, 1.99], [-3.10, -0.12, -1.98], [1.15, -0.44, -0.14], [0.48, -0.36, 0.39], [-0.03, 0.35, -0.32], [0.17, -0.15, 0.05], [-0.08, 0.80, 0.22], [0.26, -0.96, -1.56], [-0.34, 0.09, -0.06], [-0.51, -0.23, 0.45], [0.60, 0.10, 0.50], [0.08, 0.24, 0.45], [0.57, -0.65, -0.08], [-1.54, 3.14, -0.93], [0.07, -1.43, -1.33], [1.41, -0.32, 2.28], [0.42, -0.84, -0.52], [0.22, -0.70, 0.58], [0.01, -0.25, 0.12], [0.09, -0.01, -0.03], [0.03, 0.14, -0.28], [0.44, 0.53, 0.09], [-0.19, 0.42, -0.04], [-0.11, 0.25, 0.28], [0.13, -0.18, -0.50], [-0.22, 0.35, 0.44], [-0.62, 0.18, -0.20], [-0.36, 0.05, -0.36], [-0.34, -0.69, 0.46], [-1.44, 1.13, 0.56], [-2.25, -2.14, -0.53], [0.35, 0.92, 0.20], [-1.41, -0.97, 0.50], [0.81, 0.35, 0.37], [2.12, 0.18, -0.15], [0.13, 0.40, -0.03], [0.73, 0.02, -0.23], [-0.03, -0.14, 0.31], [-0.70, -0.25, -0.35], [0.71, 0.06, 0.30], [-0.11, -0.36, 0.44], [0.28, 0.38, 0.04], [0.12, -0.27, -0.41], [-0.12, 0.14, -1.19], [-0.18, 0.17, 0.03], [1.03, 0.37, 0.13], [1.75, -1.92, -0.94], [0.28, 0.35, 2.37], [-0.58, -0.34, -0.30], [0.75, 0.38, 0.92], [-0.37, 0.47, -0.60], [-1.12, -0.29, -2.21], [-0.13, -0.27, -0.45], [0.16, 0.76, 0.10], [-0.25, 0.12, 0.44], [-0.79, -0.36, -0.17], [0.26, 0.25, 0.44], [0.22, 0.48, -0.17], [-0.02, 0.37, 0.36], [0.16, -0.09, -0.06], [-0.02, 0.12, -0.07], [-1.11, -0.09, 0.14], [0.79, 0.08, 0.19], [0.14, -1.64, 0.36], [0.71, 2.61, 0.79], [-1.00, 0.91, -0.01], [1.36, 0.86, 0.21], [-0.37, -0.20, 0.50], [-0.23, -0.29, -0.32], [-0.85, -0.65, 0.70], [0.38, -0.29, -0.52], [0.03, 0.09, -1.16], [-0.33, -0.11, 0.03], [-0.02, -0.37, 0.00], [-0.52, -0.39, -0.90], [0.05, 0.02, 0.00], [-0.03, 0.53, -0.20], [0.31, -0.13, -0.24], [-0.22, 0.15, 0.13], [0.63, -1.10, 0.64]],
  "lowdin_charge": [-0.162, -0.129, 0.069, 0.070, 0.081, 0.070, -0.203, -0.103, 0.073, 0.078, 0.075, 0.078, -0.122, -0.162, 0.072, 0.072, 0.079, 0.060, -0.214, -0.112, 0.082, 0.073, 0.087, 0.085, -0.143, -0.130, 0.074, 0.073, 0.067, 0.059, -0.063, -0.443, -0.231, -0.208, -0.084, 0.039, 0.074, 0.066, 0.062, 0.137, 0.136, 0.128, 0.079, 0.087, 0.086, 0.074, 0.061, -0.042, -0.457, -0.246, -0.172, -0.096, 0.019, 0.077, 0.067, 0.066, 0.136, 0.118, 0.128, 0.075, 0.083, 0.084, 0.081, 0.079, -0.076, -0.391, -0.164, -0.213, -0.116, 0.013, 0.079, 0.067, 0.068, 0.134, 0.111, 0.118, 0.082, 0.083, 0.084, 0.053, 0.070, -0.044, -0.429, -0.193, -0.192, -0.116, 0.032, 0.055, 0.062, 0.063, 0.128, 0.132, 0.111, 0.088, 0.082, 0.085, 0.072, 0.064],
  "orbital_gap_ev": 9.74,
  "smiles": "COC[C@H](C)N.COC[C@H](C)N.COC[C@H](C)N.COC[C@H](C)N.CO.CO.CO.CO.CO",
  "e_above_lowest_kj_mol": 503.6
}

---

[2]
{
  "formula": "C21H65F3I2O16P",
  "method": "the ωB97M-V functional and the def2-TZVPD basis",
  "species": ["C", "C", "I", "C", "I", "P", "C", "C", "C", "O", "O", "C", "F", "F", "F", "H", "H", "H", "H", "H", "H", "H", "H", "H", "C", "O", "H", "H", "H", "H", "C", "O", "H", "H", "H", "H", "C", "O", "H", "H", "H", "H", "C", "O", "H", "H", "H", "H", "C", "O", "H", "H", "H", "H", "C", "O", "H", "H", "H", "H", "C", "O", "H", "H", "H", "H", "C", "O", "H", "H", "H", "H", "C", "O", "H", "H", "H", "H", "C", "O", "H", "H", "H", "H", "C", "O", "H", "H", "H", "H", "C", "O", "H", "H", "H", "H", "C", "O", "H", "H", "H", "H", "C", "O", "H", "H", "H", "H"],
  "coordinates": [[3.202097, -0.937371, -3.224621], [2.162462, 0.293351, -3.102649], [1.236868, 0.772231, -1.208401], [1.859301, 1.046600, -4.268306], [2.812902, 0.384736, -6.138911], [0.739208, 2.535290, -4.382600], [-1.096231, 2.139500, -4.465638], [-1.469757, 0.599440, -4.213912], [-2.651450, 0.513657, -3.114597], [-3.562959, 1.358923, -3.030306], [-2.723335, -0.588901, -2.209881], [1.073318, 3.875544, -3.041587], [2.379815, 3.811849, -2.520961], [0.905255, 5.155409, -3.648987], [0.096350, 3.844768, -2.006534], [2.836237, -1.728681, -3.976682], [4.200858, -0.525179, -3.594394], [3.377672, -1.423112, -2.205177], [1.073528, 3.194835, -5.627690], [-1.469434, 2.401512, -5.524531], [-1.674148, 2.853917, -3.770502], [-1.948272, 0.189455, -5.179097], [-0.592999, -0.084295, -3.978565], [-1.816121, -0.669703, -1.832874], [-2.549386, -1.776245, -7.527807], [-1.230628, -1.371029, -7.177568], [-2.781672, -2.703743, -7.005118], [-3.265040, -1.005210, -7.230051], [-2.609791, -1.944544, -8.605329], [-1.047963, -0.550158, -7.651170], [-2.825693, -2.070964, 0.923294], [-1.521289, -1.547917, 0.691322], [-3.336467, -2.181659, -0.034424], [-2.748793, -3.046345, 1.406949], [-3.386725, -1.385546, 1.554105], [-1.092681, -1.460412, 1.552881], [0.725384, -4.066303, -1.400141], [-0.014700, -2.856534, -1.482295], [1.125064, -4.302978, -2.387344], [1.551499, -3.944540, -0.694797], [0.070706, -4.875734, -1.071621], [-0.358061, -2.669558, -0.593510], [0.188309, 3.290010, 1.667579], [0.482382, 1.942015, 2.017465], [0.427718, 3.439947, 0.614207], [-0.873792, 3.489976, 1.828188], [0.791367, 3.968855, 2.274465], [0.262246, 1.835835, 2.951720], [3.952904, -3.617243, -7.240199], [4.358176, -2.849331, -6.113843], [3.851882, -4.658836, -6.936571], [2.989828, -3.253624, -7.608417], [4.706032, -3.542622, -8.028188], [4.440705, -1.933384, -6.406739], [-4.025797, -1.248009, 4.636764], [-3.043147, -1.296148, 3.603947], [-4.879003, -1.856695, 4.340486], [-3.603925, -1.642748, 5.562018], [-4.351523, -0.217676, 4.784224], [-2.301223, -0.750094, 3.891934], [2.086638, -0.462962, 2.483023], [1.691872, -1.504806, 3.366544], [1.196834, 0.018184, 2.087111], [2.684801, 0.273826, 3.025087], [2.668101, -0.883003, 1.657290], [2.497735, -1.915438, 3.703198], [4.298217, 4.986586, -0.013053], [3.015270, 5.464704, 0.359778], [5.042039, 5.408034, 0.663504], [4.321024, 3.895963, 0.058345], [4.521747, 5.299179, -1.036458], [2.381428, 5.076979, -0.255221], [-6.341234, -1.310577, 7.502195], [-5.038841, -0.786537, 7.275726], [-6.849691, -1.419824, 6.544218], [-6.264678, -2.288251, 7.983347], [-6.908688, -0.624782, 8.136934], [-4.612873, -0.700985, 8.137512], [8.069117, 4.298872, -0.724483], [7.663116, 3.249050, 0.138064], [8.443008, 3.868175, -1.653635], [7.214527, 4.945750, -0.943396], [8.864738, 4.877374, -0.248141], [7.337451, 3.659145, 0.952262], [-6.342260, 1.001549, 2.953999], [-6.756345, -0.054873, 3.807244], [-5.964961, 0.574771, 2.024419], [-7.191480, 1.653194, 2.733577], [-5.546862, 1.576263, 3.436668], [-7.084824, 0.348369, 4.620433], [-1.712346, -5.675479, 1.793765], [-0.411812, -5.153517, 1.557049], [-2.225498, -5.786803, 0.838248], [-1.635767, -6.651954, 2.278331], [-2.276640, -4.987770, 2.428743], [0.019880, -5.064774, 2.415676], [7.888030, 6.182468, 2.488535], [8.187768, 4.836883, 2.837541], [8.124004, 6.334443, 1.435212], [6.824758, 6.376244, 2.653228], [8.490401, 6.861957, 3.095858], [7.970263, 4.730676, 3.771791], [-5.525410, -4.515507, 5.157621], [-6.812383, -4.041224, 5.526933], [-4.785575, -4.100469, 5.842456], [-5.503370, -5.606609, 5.220291], [-5.295243, -4.194217, 4.138384], [-7.444049, -4.422863, 4.905236]],
  "forces_ev_per_a": [[-0.42, 0.43, 0.65], [0.22, 0.32, -2.43], [0.58, -0.46, -1.29], [0.60, -1.02, 1.90], [-1.04, 1.03, 1.02], [0.15, -1.37, -0.47], [-1.05, 0.12, -0.38], [-1.01, -0.31, 0.25], [-2.46, 1.10, 1.48], [3.35, -2.52, -1.01], [1.58, 2.26, -1.78], [-0.15, 2.56, 1.48], [-3.31, 0.11, -1.12], [0.56, -3.08, 1.21], [2.66, -0.11, -2.39], [0.42, 1.29, 1.16], [-1.37, -0.47, 0.45], [-0.43, 0.74, -1.47], [-0.04, -0.36, 1.09], [0.96, -0.16, 1.56], [0.94, -1.18, -0.82], [0.83, 0.53, 1.51], [-1.11, 0.96, -0.14], [-0.57, -0.63, -0.21], [-0.03, 0.13, -0.16], [0.26, 0.29, 0.21], [0.13, 0.11, -0.01], [-0.19, -0.14, -0.07], [-0.20, -0.06, 0.05], [0.03, -0.26, -0.01], [-0.47, -0.09, -0.20], [0.58, 0.17, -0.16], [0.25, 0.01, -0.04], [-0.17, 0.06, 0.01], [-0.07, -0.25, -0.17], [-0.06, -0.04, -0.16], [-0.15, 0.05, 0.07], [0.01, 0.33, -0.01], [-0.06, 0.09, 0.03], [0.05, -0.25, -0.01], [0.24, -0.11, 0.03], [-0.15, 0.12, -0.12], [-0.14, 0.08, 0.38], [-0.12, 0.17, -0.16], [0.01, -0.10, 0.08], [0.03, 0.18, -0.13], [-0.05, 0.15, -0.17], [0.10, -0.07, -0.18], [0.03, 0.20, -0.12], [-0.01, 0.20, 0.25], [0.04, 0.15, 0.06], [-0.03, -0.17, -0.14], [-0.11, -0.16, -0.10], [0.13, -0.30, 0.12], [0.33, 0.05, 0.23], [0.43, 0.14, 0.03], [0.11, 0.15, -0.07], [-0.18, 0.07, 0.00], [-0.12, -0.17, 0.17], [-0.17, -0.15, 0.01], [0.23, -0.40, 0.15], [-0.02, -0.16, 0.10], [0.13, -0.24, 0.08], [0.00, 0.16, -0.21], [0.06, 0.19, -0.10], [-0.25, 0.02, 0.00], [-0.19, -0.15, -0.19], [-0.25, 0.05, 0.06], [-0.14, 0.01, -0.02], [0.27, -0.01, -0.05], [0.25, -0.08, 0.01], [0.08, 0.15, 0.19], [0.02, 0.05, 0.25], [0.16, 0.17, 0.19], [0.17, -0.06, 0.04], [-0.27, -0.03, -0.07], [-0.17, -0.12, 0.00], [-0.05, 0.02, -0.21], [-0.11, -0.06, 0.36], [-0.29, -0.06, 0.00], [-0.04, -0.03, 0.11], [0.12, 0.19, -0.18], [0.05, 0.13, -0.22], [0.33, -0.19, -0.01], [-0.14, 0.01, 0.25], [-0.19, -0.02, 0.05], [-0.05, -0.05, 0.12], [0.14, 0.13, -0.15], [0.05, 0.14, -0.18], [0.05, -0.18, -0.13], [0.15, 0.00, 0.23], [0.15, 0.13, -0.01], [0.12, 0.05, 0.04], [-0.22, -0.02, -0.03], [-0.19, -0.14, 0.00], [-0.02, 0.03, -0.23], [-0.05, -0.02, 0.31], [-0.12, -0.18, -0.07], [0.02, -0.09, 0.11], [0.02, 0.24, -0.08], [-0.10, 0.18, -0.14], [0.11, -0.09, -0.20], [-0.26, -0.12, -0.14], [-0.11, 0.04, 0.02], [-0.15, 0.03, -0.02], [0.23, -0.01, -0.05], [0.24, -0.10, 0.01], [0.06, 0.14, 0.18]],
  "lowdin_charge": [-0.170, -0.727, 1.094, -0.854, 0.943, 1.076, -0.259, -0.105, -0.387, 0.077, 0.050, -0.525, 0.044, 0.048, 0.005, 0.081, 0.081, 0.085, 0.075, 0.121, 0.118, 0.123, 0.104, 0.073, -0.150, -0.152, 0.086, 0.074, 0.081, 0.068, -0.127, -0.149, 0.083, 0.064, 0.061, 0.078, -0.155, -0.172, 0.075, 0.078, 0.069, 0.034, -0.135, -0.195, 0.037, 0.087, 0.089, 0.089, -0.149, -0.172, 0.085, 0.073, 0.081, -0.019, -0.145, -0.150, 0.070, 0.072, 0.067, 0.082, -0.175, -0.126, 0.022, 0.087, 0.070, 0.079, -0.160, -0.122, 0.072, 0.081, 0.075, 0.044, -0.143, -0.146, 0.068, 0.081, 0.078, 0.084, -0.164, -0.131, 0.080, 0.063, 0.073, 0.048, -0.156, -0.140, 0.080, 0.077, 0.073, 0.078, -0.156, -0.134, 0.084, 0.079, 0.064, 0.081, -0.150, -0.128, 0.067, 0.076, 0.082, 0.085, -0.163, -0.129, 0.077, 0.078, 0.071, 0.081],
  "charge": 1,
  "orbital_gap_ev": 7.18
}